ORCA calculation (ωB97M-V/def2-TZVPD) on C2H2FIrO as an isolated structure in a non-equilibrium geometry.

CARTESIAN COORDINATES (ANGSTROEM)
1 Ir 2.5860 -0.1834 -0.1100
2 F 2.2664 1.4660 0.3919
3 O 0.8558 -0.8202 -0.3019
4 C -1.4804 -0.0962 0.0385
5 C -0.2063 -0.2993 -0.1188
6 H -1.9081 0.8765 -0.2056
7 H -2.1134 -0.9435 0.3059

Cartesian forces, eV/Å:
Ir 5.405 -1.909 -0.633
F -0.267 3.729 1.095
O -4.788 -0.331 -0.143
C -0.318 1.013 -0.497
C 0.269 -2.437 -0.217
H -0.209 0.132 0.238
H -0.091 -0.197 0.157

LUMO (spin up / spin down) ... -0.43289 / -0.54130 Eh
ΔE to the lowest compared entry with this formula, charge and spin ... 0.00 kcal/mol
Kohn-Sham gap (spin up / spin down) ... 9.27 / 6.61 eV
E_tot ... -9680.8303 eV
HOMO (spin up / spin down) ... -21.048 / -21.340 eV
Charge ... +2
<S²> ... 6.03
Spin multiplicity ... 5